28
Properties=species:S:1:pos:R:3:forces:R:3:nbo_charge:R:1 method="wB97M-V/def2-TZVPD" energy_ha=-891.866196 max_force_ev_per_a=13.7 gap_ev=9.690 e_homo_ev=-6.96 de_lowest_kcal_mol=84.9 charge=-1
N -0.210 -0.201 -0.410 -2.8570 -1.7477 -3.9419 0.73
O 0.159 0.921 -0.210 0.9865 1.6698 2.2293 -0.51
O -0.207 -0.550 -1.678 0.1782 -0.7304 2.9501 -0.57
O -0.817 -0.940 0.446 2.0559 0.9577 -0.8939 -0.58
O -0.495 -3.414 -1.517 -4.3835 7.8975 -8.9812 -0.93
H -0.169 -3.731 -0.844 5.2276 -6.6749 10.7937 0.42
H -0.356 -2.450 -1.169 -0.8865 -1.4539 -2.0911 0.48
O 3.374 0.065 -0.284 1.5379 -2.7380 3.0875 -0.95
H 3.589 0.076 0.716 -0.6563 0.1373 -2.6463 0.46
H 3.094 0.914 -0.502 -0.8076 2.5963 -0.4134 0.48
O -1.057 3.784 0.499 -2.6879 -0.8985 -1.5792 -0.92
H -0.416 3.194 0.167 0.8044 -1.4296 -0.8134 0.47
H -0.565 4.307 1.048 1.7675 2.3557 2.3910 0.45
O 2.147 2.827 -0.607 2.3816 2.5682 -4.3199 -0.96
H 1.482 2.281 -0.307 -2.5533 -2.2297 0.7202 0.48
H 2.009 2.918 -1.644 0.2628 -0.4290 3.5380 0.48
O -0.498 1.124 -3.941 2.5289 3.7727 -1.1600 -0.93
H -0.286 0.669 -3.164 -0.2288 -2.3341 2.3961 0.49
H 0.269 1.809 -3.769 -2.3572 -1.4624 -1.2598 0.43
O -0.575 0.481 2.844 -3.8134 0.0807 4.6266 -0.95
H 0.136 0.774 2.413 4.0272 1.3117 -3.0629 0.46
H -0.933 -0.284 2.457 -0.2114 -1.1698 -1.3725 0.48
O -3.279 -2.149 0.212 1.7731 0.7985 0.0596 -1.00
H -2.291 -1.895 0.459 -3.0131 -0.3857 -1.5458 0.50
H -3.503 -1.738 -0.662 0.9001 -0.4950 1.3223 0.47
O 0.132 -3.089 3.178 2.5498 0.2189 6.7240 -0.93
H -0.439 -2.641 3.848 0.7388 -0.5090 -0.9982 0.47
H -0.293 -3.063 2.420 -3.2643 0.3226 -5.7587 0.46